No. 1
The following is a DFT calculation (ωB97M-V/def2-TZVPD) of an isolated molecule of C6H12.

Cartesian coordinates (Å):
C  1.844  -0.703  -0.513
C  0.927  -0.482  0.699
C  -0.360  0.182  0.227
C  -0.285  1.701  0.084
C  -1.736  -0.316  0.595
C  -1.159  -0.625  -0.757
H  1.393  -1.428  -1.202
H  2.835  -1.077  -0.237
H  1.975  0.231  -1.073
H  0.717  -1.449  1.177
H  1.428  0.146  1.449
H  -0.560  2.186  1.032
H  -0.983  2.061  -0.680
H  0.719  2.049  -0.186
H  -1.885  -1.124  1.308
H  -2.503  0.455  0.627
H  -1.553  -0.157  -1.655
H  -0.813  -1.649  -0.894

Forces on atoms 1 to 2 (eV/Å):
0.0840 0.0076 0.0067
-0.0295 -0.0795 -0.0893

As for the LUMO energy: 1.136 eV. Its structure (SMILES) is CCC1(C)CC1. Its energy above the lowest of the compared OMol25 structures with the same formula, charge and spin is 1.065 eV. Its total charge is 0.

=====

No. 2
The following is a DFT calculation (ωB97M-V/def2-TZVPD) of a cluster of 2 separate species, C6H12 in total at a distorted geometry.

Cartesian coordinates (Å):
C  0.864  -1.496  -4.392
C  0.248  -1.686  -3.232
C  0.883  -1.358  -1.917
H  0.372  -1.806  -5.310
H  1.923  -1.312  -4.535
H  -0.723  -2.165  -3.271
H  0.892  -2.271  -1.296
H  1.923  -1.067  -2.026
H  0.198  -0.768  -1.304
C  -0.586  2.468  2.015
C  -1.005  1.996  3.179
C  -0.656  0.645  3.735
H  -1.126  3.297  1.572
H  0.314  2.118  1.524
H  -1.804  2.549  3.664
H  -1.170  0.423  4.666
H  -0.957  -0.099  2.998
H  0.411  0.532  3.934

Forces on atoms 1 to 2 (eV/Å):
-0.1060 -1.0669 -0.6658
0.8336 0.2600 -0.2940

As for the LUMO energy: 0.971 eV. Its structure (SMILES) is C=CC.C=CC. Its energy above the lowest of the compared OMol25 structures with the same formula, charge and spin is 2.338 eV. Its total charge is 0.

=====

No. 3
The following is a DFT calculation (ωB97M-V/def2-TZVPD) of a structure of composition C6H12AgO4 at a distorted geometry.

Cartesian coordinates (Å):
C  -3.901  0.559  0.112
H  -3.690  0.625  -0.959
H  -3.892  1.488  0.688
H  -3.470  -0.329  0.585
O  -5.459  0.276  0.074
C  -5.981  -0.733  0.541
H  -7.077  -0.773  0.564
H  -5.367  -1.516  1.012
O  -1.220  1.111  0.069
C  -0.472  0.936  1.300
C  -0.834  2.039  2.257
O  -0.160  3.260  1.788
C  -0.899  4.397  1.366
C  -0.062  5.056  0.264
O  0.303  4.151  -0.726
Ag  0.344  2.327  -0.093
H  -0.626  -0.053  1.768
H  -0.483  1.839  3.282
H  -1.918  2.274  2.278
H  -1.083  5.091  2.204
H  -1.873  4.075  0.958
H  0.829  5.511  0.749
H  -0.658  5.899  -0.141

Forces on atoms 1 to 2 (eV/Å):
0.0658 -0.3388 -0.2005
0.2315 0.2969 0.4964

As for the LUMO energy (spin up / spin down): -3.347 / -3.344 eV. Its expectation value of S² is 0.757. As for the spin multiplicity: 2. Its total charge is 0.

=====

No. 4
The following is a DFT calculation (ωB97M-V/def2-TZVPD) of a structure of composition C6H12B3LaNO4 at a distorted geometry.

Cartesian coordinates (Å):
C  3.276  -0.570  0.260
C  1.874  -0.824  -0.308
C  1.377  0.328  -1.212
C  0.225  1.208  -0.668
C  0.232  1.388  0.859
B  -1.252  0.735  -1.064
O  -2.282  1.621  -0.847
B  -3.178  0.933  -0.053
O  -3.732  -0.194  -0.633
B  -2.672  -1.011  -0.884
N  -2.730  -2.385  -0.307
C  -2.391  -2.364  0.822
O  -2.065  -2.199  1.960
O  -1.547  -0.532  -1.527
H  4.003  -0.650  -0.540
H  3.544  -1.309  1.009
H  3.320  0.441  0.662
H  1.149  -1.125  0.514
H  1.942  -1.705  -0.937
H  2.227  0.961  -1.442
H  1.027  -0.112  -2.137
H  0.341  2.214  -1.077
H  1.264  1.631  1.254
H  -0.427  2.236  1.095
H  -0.161  0.441  1.306
H  -3.354  1.202  1.101
La  -0.012  -0.361  2.794

Forces on atoms 1 to 2 (eV/Å):
-0.9184 0.0411 0.3420
1.1391 0.5474 -0.9775

As for the LUMO energy: -15.011 eV. Its energy above the lowest of the compared OMol25 structures with the same formula, charge and spin is 0.998 eV. Its total charge is +3.

=====

No. 5
The following is a DFT calculation (ωB97M-V/def2-TZVPD) of a structure of composition C6H12BF4N4O2S2Ti at a distorted geometry.

Cartesian coordinates (Å):
Ti  1.793  0.543  -1.442
S  0.197  -3.537  -3.067
C  0.632  -2.126  -2.510
N  0.948  -1.067  -2.072
F  -1.153  2.410  -2.987
B  0.044  2.225  -2.408
F  -0.100  1.208  -1.275
F  0.626  3.305  -1.814
F  0.989  1.526  -3.231
C  -1.405  -1.893  0.562
N  -0.158  -1.376  1.123
C  0.904  -2.380  1.208
C  0.104  -0.062  1.218
S  1.735  0.524  1.061
N  -0.887  0.790  1.495
C  -0.771  2.238  1.354
C  -2.160  0.374  2.070
H  -1.160  -2.630  -0.201
H  -1.971  -1.101  0.080
H  -2.017  -2.377  1.326
H  0.439  -3.327  1.481
H  1.628  -2.105  1.967
H  1.423  -2.500  0.257
H  0.129  2.513  0.823
H  -0.756  2.706  2.340
H  -1.634  2.606  0.797
H  -2.063  -0.589  2.561
H  -2.953  0.329  1.322
H  -2.444  1.112  2.819
O  2.973  1.904  -1.398
N  3.623  0.949  -2.063
O  3.445  -0.193  -1.393

Forces on atoms 1 to 2 (eV/Å):
-3.2457 -0.8848 1.0938
-0.0976 -0.2448 -0.0394

As for the LUMO energy (spin up / spin down): -0.895 / -1.698 eV. Its expectation value of S² is 0.758. As for the spin multiplicity: 2. Its energy above the lowest of the compared OMol25 structures with the same formula, charge and spin is 1.844 eV. Its total charge is 0.

=====

No. 6
The following is a DFT calculation (ωB97M-V/def2-TZVPD) of a structure of composition C6H12BrN2 at a distorted geometry.

Cartesian coordinates (Å):
C  -0.237  1.334  -0.326
C  1.730  -0.772  -0.643
C  -0.643  0.800  0.973
C  0.278  -0.302  1.505
C  -0.355  2.711  -0.669
C  -0.422  -2.193  -0.484
N  -0.843  -1.615  -1.602
N  0.878  -1.139  0.420
Br  3.120  0.365  -0.063
H  -0.686  1.651  1.688
H  -1.727  0.377  0.948
H  1.186  0.252  1.867
H  0.053  -0.897  2.384
H  0.686  3.096  -0.855
H  -0.813  3.394  -0.011
H  -0.683  2.974  -1.751
H  0.310  -3.021  -0.589
H  -1.126  -2.248  0.313
H  -1.548  -0.880  -1.611
H  -0.401  -1.979  -2.470
H  1.243  -1.908  0.975

Forces on atoms 1 to 2 (eV/Å):
0.7367 -1.6574 -0.9942
0.3569 0.9444 -0.0190

As for the LUMO energy (spin up / spin down): -4.677 / -4.680 eV. Its energy above the lowest of the compared OMol25 structures with the same formula, charge and spin is 4.743 eV. Its total charge is +1.

=====

No. 7
The following is a DFT calculation (ωB97M-V/def2-TZVPD) of a structure of composition C6H12BrN2Pb at a distorted geometry.

Cartesian coordinates (Å):
C  -2.841  -1.563  -2.961
Pb  -1.371  -0.394  0.007
N  0.156  0.063  -2.066
H  -1.824  -1.890  0.985
H  -3.177  -0.821  -2.254
H  -3.667  -2.251  -3.049
H  -1.959  -2.049  -2.485
H  -2.567  -1.083  -3.897
H  0.969  -0.164  -1.521
H  0.050  1.086  -2.020
H  0.352  -0.151  -3.050
Br  2.767  -1.276  3.882
C  1.907  -0.067  2.684
C  2.096  1.282  2.850
C  1.467  2.173  1.978
C  0.650  1.694  0.968
N  0.455  0.341  0.877
C  1.108  -0.563  1.681
H  2.740  1.650  3.651
H  1.599  3.265  2.063
H  0.168  2.330  0.213
H  0.922  -1.611  1.465

Forces on atoms 1 to 2 (eV/Å):
0.6185 -0.2569 0.6388
-2.3880 0.4625 0.1888

As for the LUMO energy (spin up / spin down): 3.176 / 3.175 eV. Its energy above the lowest of the compared OMol25 structures with the same formula, charge and spin is 0.000 eV. Its total charge is -1.

=====

No. 8
The following is a DFT calculation (ωB97M-V/def2-TZVPD) of a structure of composition C6H12BrN2Pt at a distorted geometry.

Cartesian coordinates (Å):
C  1.604  -1.874  -2.344
Pt  -0.765  -1.821  0.576
N  -2.696  -0.903  0.645
H  -1.176  -2.946  -0.540
H  -3.043  -0.912  1.597
H  0.981  -1.153  -2.954
H  1.456  -2.832  -2.821
H  1.398  -1.949  -1.221
H  2.675  -1.637  -2.441
H  -2.830  0.067  0.336
H  -3.419  -1.426  0.149
Br  -0.459  4.008  -0.857
C  0.116  2.457  0.091
C  1.021  2.605  1.147
C  1.355  1.456  1.860
C  0.826  0.210  1.519
N  -0.115  0.100  0.542
C  -0.412  1.189  -0.251
H  1.321  3.606  1.466
H  2.047  1.502  2.707
H  1.121  -0.753  1.952
H  -1.007  1.006  -1.159

Forces on atoms 1 to 2 (eV/Å):
0.1431 0.5268 0.4966
-0.5468 -1.1941 -2.2694

As for the LUMO energy (spin up / spin down): 2.962 / 2.922 eV. Its expectation value of S² is 2.021. As for the spin multiplicity: 3. Its energy above the lowest of the compared OMol25 structures with the same formula, charge and spin is 1.123 eV. Its total charge is -1.

=====

No. 9
The following is a DFT calculation (ωB97M-V/def2-TZVPD) of a structure of composition C6H12Cl12F18P3V at a distorted geometry.

Cartesian coordinates (Å):
V  -1.262  -0.538  -1.974
P  -0.520  -2.112  -4.274
F  0.926  -2.756  -4.464
F  0.121  -0.734  -3.642
F  -0.559  -1.403  -5.685
F  -1.986  -1.507  -3.836
F  -1.208  -3.450  -4.813
F  -0.503  -2.705  -2.737
P  -2.845  1.842  -2.490
F  -4.058  2.312  -1.569
F  -1.880  1.556  -1.242
F  -3.296  0.265  -2.371
F  -1.587  1.253  -3.385
F  -3.733  1.935  -3.815
F  -2.300  3.328  -2.675
P  0.715  -0.257  0.175
F  0.484  0.699  -1.135
F  -0.919  -0.468  0.246
F  0.626  -1.449  -0.905
F  0.975  -1.335  1.352
F  2.307  -0.090  0.021
F  0.612  0.876  1.290
C  -4.703  1.045  2.313
Cl  -4.840  2.354  3.520
Cl  -3.038  0.791  1.836
H  -5.131  0.136  2.722
H  -5.259  1.303  1.417
C  3.474  1.784  2.427
Cl  2.995  2.762  1.012
Cl  2.552  2.210  3.870
H  3.335  0.741  2.161
H  4.528  1.946  2.620
C  -0.501  -0.544  3.817
Cl  -1.796  -1.786  3.795
Cl  -0.010  -0.222  5.482
H  0.328  -0.962  3.262
H  -0.872  0.359  3.350
C  -0.591  3.714  0.938
Cl  -1.920  4.802  1.348
Cl  0.236  4.295  -0.536
H  0.146  3.682  1.731
H  -1.023  2.740  0.757
C  2.763  -3.078  1.921
Cl  2.157  -4.631  2.533
Cl  3.134  -1.990  3.284
H  3.652  -3.269  1.330
H  2.040  -2.558  1.302
C  3.646  -2.023  -2.016
Cl  2.928  -3.386  -1.130
Cl  4.440  -2.602  -3.491
H  2.854  -1.334  -2.283
H  4.367  -1.541  -1.368

Forces on atoms 1 to 2 (eV/Å):
-0.1050 -0.2323 0.2609
0.7170 -2.0763 -0.7282

As for the LUMO energy (spin up / spin down): 2.179 / 2.081 eV. Its expectation value of S² is 3.752. As for the spin multiplicity: 4. Its energy above the lowest of the compared OMol25 structures with the same formula, charge and spin is 0.590 eV. Its total charge is -1.

=====

No. 10
The following is a DFT calculation (ωB97M-V/def2-TZVPD) of a cluster of 2 separate species, C6H12Cl2Si2 in total.

Cartesian coordinates (Å):
C  -1.994  3.083  0.108
C  -1.105  -1.627  -1.314
C  -1.783  2.132  1.026
C  -1.417  -0.360  -1.010
C  -1.094  -0.762  2.191
C  2.645  -1.154  -1.508
Si  -1.421  0.349  0.695
Si  2.960  0.087  -0.092
Cl  3.434  -1.065  1.571
Cl  4.684  1.116  -0.574
H  -2.177  4.108  0.384
H  -1.982  2.873  -0.949
H  -1.118  -1.986  -2.330
H  -0.826  -2.344  -0.561
H  -1.805  2.427  2.069
H  -1.684  0.305  -1.823
H  -1.135  -0.192  3.115
H  -1.821  -1.565  2.262
H  -0.106  -1.210  2.125
H  2.542  -0.637  -2.456
H  3.470  -1.860  -1.594
H  1.734  -1.719  -1.336

Forces on atoms 1 to 2 (eV/Å):
0.0088 -0.0765 0.0722
-0.0542 0.0917 0.0395

As for the LUMO energy (spin up / spin down): -1.476 / -0.330 eV. Its energy above the lowest of the compared OMol25 structures with the same formula, charge and spin is 1.929 eV. Its total charge is 0.

=====

No. 11
The following is a DFT calculation (ωB97M-V/def2-TZVPD) of a structure of composition C6H12ClCrO2 at a distorted geometry.

Cartesian coordinates (Å):
Cr  0.602  -2.255  -2.823
Cl  1.511  -1.254  -0.734
C  -2.902  0.531  -3.190
C  -1.512  0.298  -2.686
O  -0.979  -0.856  -2.882
C  -0.894  1.214  -1.630
H  -3.280  -0.491  -3.197
H  -2.847  0.950  -4.195
H  -3.385  1.111  -2.404
H  0.194  1.280  -1.637
H  -1.280  0.876  -0.668
H  -1.329  2.182  -1.880
C  2.896  -0.218  2.446
C  1.707  -0.677  3.323
O  1.816  -1.074  4.506
C  0.350  -0.333  2.797
H  3.562  -1.059  2.253
H  3.455  0.526  3.013
H  2.581  0.300  1.540
H  -0.322  -1.015  3.319
H  0.209  -0.656  1.766
H  -0.151  0.620  2.964

Forces on atoms 1 to 2 (eV/Å):
-0.3249 2.5536 2.5158
-0.7239 -1.2402 -2.2020

As for the LUMO energy (spin up / spin down): -6.816 / -5.932 eV. Its expectation value of S² is 6.058. As for the spin multiplicity: 5. Its total charge is +1.

=====

No. 12
The following is a DFT calculation (ωB97M-V/def2-TZVPD) of an isolated molecule of C6H12ClN at a distorted geometry.

Cartesian coordinates (Å):
C  1.721  -0.182  -2.590
N  1.516  -0.068  -1.172
C  0.558  -1.031  -0.605
C  0.185  -0.751  0.846
C  -0.707  0.098  1.275
C  -1.253  0.110  2.676
C  -1.159  1.178  0.372
Cl  -2.930  1.146  0.114
H  0.754  -0.173  -3.193
H  2.380  0.682  -2.988
H  2.224  -1.123  -2.766
H  1.313  0.852  -0.938
H  1.040  -2.034  -0.782
H  -0.424  -1.112  -1.178
H  0.593  -1.409  1.589
H  -0.833  0.976  3.240
H  -2.341  0.213  2.685
H  -0.998  -0.819  3.252
H  -0.874  2.172  0.825
H  -0.765  1.276  -0.660

Forces on atoms 1 to 2 (eV/Å):
-0.0872 1.1259 -1.2306
0.1078 -1.5009 0.0787

As for the LUMO energy: 0.844 eV. Its structure (SMILES) is CNC/C=C(/C)CCl. Its energy above the lowest of the compared OMol25 structures with the same formula, charge and spin is 1.569 eV. Its total charge is 0.